(1)
Here is a molecular structure, C37H38INO12Si2 at a distorted geometry from the OMol25 dataset. Energies are from ωB97M-V with the def2-TZVPD basis set.

Geometry (Å):
C1 -8.178 4.781 -1.889
C2 -9.608 4.339 -1.739
O1 -10.429 5.006 -1.138
N1 -9.944 3.101 -2.385
C3 -10.684 3.345 -3.632
C4 -10.637 2.187 -1.463
C5 -10.386 0.725 -1.825
C6 -8.918 0.306 -1.914
C7 -8.045 0.877 -0.787
Si1 -6.416 0.020 -0.628
I1 -5.319 0.968 1.371
O2 -5.498 0.200 -1.975
Si2 -5.038 1.638 -2.673
H1 -7.481 3.947 -1.939
H2 -8.089 5.351 -2.822
H3 -7.926 5.451 -1.064
H4 -10.621 4.397 -3.920
H5 -10.289 2.733 -4.447
H6 -11.747 3.108 -3.506
H7 -11.724 2.361 -1.503
H8 -10.337 2.406 -0.435
H9 -10.885 0.519 -2.780
H10 -10.888 0.102 -1.074
H11 -8.877 -0.791 -1.868
H12 -8.508 0.601 -2.884
H13 -7.881 1.949 -0.931
H14 -8.549 0.763 0.184
H15 -6.533 -1.423 -0.375
H16 -4.866 2.689 -1.649
H17 -3.787 1.415 -3.405
H18 -6.113 2.082 -3.590
C8 -0.737 0.371 1.550
C9 -1.435 0.790 0.498
C10 -0.794 0.974 -0.827
O3 -1.433 1.357 -1.785
C11 0.654 0.672 -0.937
C12 1.356 0.252 0.112
C13 0.713 0.069 1.440
O4 1.351 -0.316 2.396
H19 -1.184 0.226 2.525
H20 -2.494 1.012 0.548
H21 1.100 0.808 -1.915
H22 2.410 0.016 0.038
C14 7.048 1.458 -0.846
C15 6.002 0.690 -0.554
C16 4.985 0.365 -1.581
O5 4.061 -0.391 -1.339
C17 5.151 0.948 -2.934
C18 6.186 1.733 -3.220
C19 7.222 2.044 -2.198
O6 8.169 2.749 -2.467
H23 7.816 1.691 -0.121
H24 5.861 0.260 0.427
H25 4.394 0.692 -3.664
H26 6.335 2.170 -4.199
C20 5.947 -4.325 2.618
C21 6.772 -3.303 2.406
C22 6.755 -2.559 1.125
O7 7.454 -1.582 0.943
C23 5.796 -2.996 0.086
C24 4.954 -4.001 0.301
C25 4.962 -4.748 1.586
O8 4.183 -5.651 1.793
H27 5.936 -4.879 3.548
H28 7.479 -2.967 3.152
H29 5.791 -2.423 -0.832
H30 4.222 -4.301 -0.437
C26 10.458 -0.262 5.095
C27 10.162 -1.507 4.734
C28 9.126 -2.290 5.452
O9 8.854 -3.425 5.119
C29 8.431 -1.634 6.587
C30 8.726 -0.389 6.949
C31 9.763 0.397 6.231
O10 10.031 1.530 6.559
H31 11.208 0.331 4.587
H32 10.651 -2.008 3.908
H33 7.679 -2.227 7.092
H34 8.233 0.113 7.772
C32 0.653 -1.193 -1.158
C33 1.537 -2.016 -1.713
C34 1.607 -3.446 -1.320
O11 2.437 -4.187 -1.807
C35 0.654 -3.927 -0.290
C36 -0.231 -3.103 0.265
C37 -0.301 -1.669 -0.124
O12 -1.101 -0.917 0.386
H35 0.586 -0.145 -1.420
H36 2.250 -1.690 -2.459
H37 0.734 -4.971 -0.017
H38 -0.933 -3.424 1.023

Calculated values
**Orbital gap**: 0.2173 Ha
**Spin multiplicity**: 1

(2)
Here is a molecular structure, C37H39AsCdO9P2S3 from the OMol25 dataset. Energies are from ωB97M-V with the def2-TZVPD basis set.

Geometry (Å):
Cd1 -1.139 -0.089 0.395
S1 1.536 -3.033 0.247
P1 1.743 -1.308 -0.745
C1 0.401 -0.335 -1.131
P2 -0.177 -0.086 -2.715
S2 -1.054 -1.538 -3.774
C2 1.154 0.655 -3.770
C3 1.409 0.217 -5.062
C4 2.403 0.816 -5.826
C5 3.147 1.866 -5.310
C6 2.897 2.313 -4.017
C7 1.911 1.707 -3.255
C8 -1.303 1.361 -2.613
C9 -2.366 1.484 -3.500
C10 -3.206 2.588 -3.437
C11 -2.999 3.571 -2.480
C12 -1.946 3.453 -1.585
C13 -1.097 2.360 -1.662
C14 2.930 -0.288 0.222
C15 2.670 1.056 0.453
C16 3.553 1.829 1.197
C17 4.712 1.263 1.704
C18 4.980 -0.082 1.474
C19 4.089 -0.854 0.746
C20 2.720 -1.680 -2.257
C21 3.811 -0.917 -2.665
C22 4.495 -1.231 -3.833
C23 4.089 -2.308 -4.608
C24 2.996 -3.067 -4.213
C25 2.319 -2.758 -3.043
H1 0.820 -0.607 -5.448
H2 2.602 0.453 -6.829
H3 3.923 2.331 -5.906
H4 3.477 3.128 -3.599
H5 1.730 2.040 -2.240
H6 -2.540 0.689 -4.214
H7 -4.048 2.661 -4.116
H8 -3.685 4.405 -2.399
H9 -1.819 4.174 -0.788
H10 -0.296 2.259 -0.940
H11 1.750 1.475 0.060
H12 3.326 2.872 1.387
H13 5.401 1.862 2.289
H14 5.882 -0.531 1.876
H15 4.273 -1.910 0.586
H16 4.123 -0.064 -2.077
H17 5.333 -0.620 -4.145
H18 4.614 -2.546 -5.526
H19 2.660 -3.897 -4.823
H20 1.465 -3.344 -2.731
C26 2.255 -1.713 3.780
O1 1.963 -0.500 3.144
C27 0.906 0.245 3.710
C28 -0.358 -0.541 3.975
O2 -0.792 -1.195 2.795
C29 -1.743 -2.212 3.044
C30 -1.782 -3.125 1.847
O3 -2.201 -2.355 0.749
C31 -2.211 -3.073 -0.480
H21 2.444 -1.570 4.857
H22 3.150 -2.110 3.303
H23 1.456 -2.450 3.648
H24 0.687 1.053 3.013
H25 1.213 0.686 4.672
H26 -1.116 0.153 4.347
H27 -0.185 -1.301 4.750
H28 -2.732 -1.775 3.233
H29 -1.443 -2.793 3.928
H30 -2.499 -3.941 2.026
H31 -0.787 -3.543 1.661
H32 -2.897 -3.925 -0.400
H33 -1.203 -3.415 -0.728
H34 -2.556 -2.390 -1.252
O4 -1.363 2.597 4.205
As1 -2.209 2.550 2.598
O5 -2.536 4.137 2.387
O6 -1.123 1.709 1.661
C32 -3.620 1.297 3.142
C33 -3.753 0.995 4.497
C34 -4.676 0.053 4.928
C35 -5.482 -0.604 4.008
C36 -5.367 -0.304 2.660
C37 -4.444 0.640 2.233
S3 -4.344 1.004 0.482
O7 -5.688 0.844 -0.027
O8 -3.798 2.345 0.455
O9 -3.422 -0.022 -0.041
H35 -1.330 3.546 4.380
H36 -3.116 1.501 5.210
H37 -4.763 -0.168 5.986
H38 -6.203 -1.342 4.340
H39 -5.997 -0.779 1.919

Calculated values
**Total charge**: -2
**Orbital gap**: 0.2299 Ha
**Spin multiplicity**: 1